# 1
Density functional theory data (the ωB97M-V functional and the def2-TZVPD basis) for 4 unconnected molecules or ions with the total composition C4H16O3 at a distorted geometry.

Output
LUMO energy in eV: 0.44
Gap between HOMO and LUMO in hartree: 0.4045
Total charge: 0
Multiplicity: 1
DFT total energy in hartree: -387.6593
SMILES: CCCC.O.O.O
Highest occupied orbital energy in eV: -10.561

Atoms and positions in Å:
C: 0.539709 -1.398718 0.586190
C: -0.836358 -1.748879 0.013300
C: -1.248765 -0.646314 -0.944559
C: -2.405371 0.331067 -0.374789
H: 1.219197 -1.016617 -0.199998
H: 1.100052 -2.207167 1.122625
H: 0.273249 -0.500076 1.139408
H: -1.631597 -1.844434 0.770905
H: -0.802585 -2.627091 -0.657464
H: -1.875697 -1.068200 -1.741061
H: -0.611553 0.072483 -1.437411
H: -2.704416 1.203876 -0.927259
H: -2.026146 0.523475 0.634090
H: -3.381573 -0.159980 -0.332261
O: 2.789193 -0.470745 2.606846
H: 3.308699 -1.097217 2.084213
H: 2.537911 0.232435 1.996140
O: 2.617228 0.927195 -0.440816
H: 2.732029 0.946030 -1.395749
H: 1.991887 1.628217 -0.224908
O: -0.201651 2.898738 -1.112780
H: -0.378290 3.559481 -0.411619
H: -1.005154 2.462440 -0.753052

Atoms 1-2, force components in eV/Å:
C 0.0438 -0.1257 -0.3984
C 0.8226 -0.0939 -1.3796

# 2
Density functional theory data (the ωB97M-V functional and the def2-TZVPD basis) for 13 unconnected molecules or ions with the total composition C41H107BN9O20 at a distorted geometry.

Output
LUMO energy (alpha / beta) in eV: 3.76 / 3.76
Gap between HOMO and LUMO (alpha / beta) in hartree: 0.1248 / 0.2756
<S²>: 0.75
Total charge: -2
Multiplicity: 2
DFT total energy in hartree: -3648.8414
Highest occupied orbital energy (alpha / beta) in eV: 0.362 / -3.743

Atoms and positions in Å:
O: 2.761339 -1.141083 -1.029979
C: 1.592139 -0.958573 -0.727509
O: 1.193879 0.096137 -0.032759
B: -0.230341 -0.115123 0.425961
O: -0.654541 -1.284203 -0.340909
C: 0.332839 -1.809193 -0.991569
O: 0.314279 -2.885843 -1.604239
O: -1.097391 1.035897 0.136511
C: -1.664691 1.469567 1.208861
O: -2.533741 2.341927 1.308341
C: -1.210961 0.577727 2.442251
O: -0.339211 -0.279013 1.927021
O: -1.394781 0.762047 3.631181
C: -2.652911 1.773417 6.739501
C: -3.515751 2.769727 6.019741
C: -2.600921 3.703947 5.106361
O: -3.376691 4.724547 4.405351
C: -2.662551 5.274997 3.239031
N: -4.328711 2.001097 5.076221
H: -3.278361 1.098547 7.323841
H: -2.011681 2.358017 7.399161
H: -2.075621 1.130997 6.074571
H: -4.001691 3.416297 6.750431
H: -2.134681 3.067647 4.354131
H: -1.812481 4.265767 5.607171
H: -3.399861 6.022697 2.946791
H: -2.545611 4.653277 2.351401
H: -1.758991 5.867557 3.382381
H: -3.826821 1.380037 4.457761
H: -4.701791 2.719987 4.472801
C: -3.949011 -1.545623 -2.232729
C: -4.804131 -1.817773 -1.011119
C: -4.065811 -1.418203 0.291481
O: -4.871841 -1.740903 1.424531
C: -4.260511 -1.423463 2.634221
N: -6.009631 -0.934083 -1.162889
H: -4.351261 -1.893653 -3.184129
H: -2.986751 -2.055483 -2.185889
H: -3.657661 -0.504493 -2.371499
H: -5.043181 -2.880953 -1.035479
H: -3.741641 -0.380373 0.368361
H: -3.172301 -2.026313 0.432691
H: -4.965281 -1.573523 3.452061
H: -3.949411 -0.381123 2.703831
H: -3.397501 -2.061683 2.823941
H: -6.643141 -0.964533 -0.376869
H: -5.609701 -0.007623 -1.205609
C: -7.992861 0.491477 3.542711
C: -7.882121 0.751167 2.047431
C: -6.572851 1.553547 1.847251
O: -6.721141 2.960957 2.330541
C: -5.688301 3.785117 1.808511
N: -7.790601 -0.596973 1.443671
H: -8.126551 1.445847 4.052021
H: -7.125751 0.028257 4.013511
H: -8.853411 -0.088633 3.875911
H: -8.746261 1.278857 1.643801
H: -6.424591 1.463357 0.771151
H: -5.750671 1.000957 2.301961
H: -5.322221 3.640447 0.792071
H: -4.753191 3.772247 2.368411
H: -6.051211 4.812667 1.831531
H: -7.102801 -1.104443 1.981741
H: -8.665051 -1.062763 1.639811
C: 2.098029 -8.288383 -2.424339
C: 1.871229 -6.717873 -2.307689
C: 1.761929 -6.316633 -0.785349
O: 0.687149 -6.795573 -0.031649
C: -0.595851 -6.197203 -0.350119
N: 2.896119 -6.031453 -3.018639
H: 2.483369 -8.601393 -3.394729
H: 1.157079 -8.819023 -2.278979
H: 2.649189 -8.741923 -1.600549
H: 0.974169 -6.400763 -2.839499
H: 1.831839 -5.230883 -0.719389
H: 2.618999 -6.678143 -0.217159
H: -1.394851 -6.424463 0.355611
H: -0.892071 -6.613303 -1.313039
H: -0.497681 -5.136363 -0.580529
H: 2.779689 -5.069183 -2.734769
H: 3.765999 -6.316353 -2.591749
C: -1.835251 -1.268283 -4.830159
C: -0.618481 -0.737803 -5.575649
C: 0.639809 -1.566213 -5.332509
O: 1.805869 -0.793043 -5.767989
C: 3.087849 -1.429253 -5.440909
N: -1.003301 -0.729033 -7.009439
H: -2.713621 -0.626753 -4.900929
H: -1.616841 -1.325823 -3.763819
H: -2.109851 -2.251713 -5.211679
H: -0.550481 0.319587 -5.319899
H: 0.593929 -2.543793 -5.812439
H: 0.771549 -1.765373 -4.268989
H: 3.898199 -0.801483 -5.811499
H: 3.243969 -2.441633 -5.813489
H: 3.307599 -1.455783 -4.373619
H: -1.018941 -1.672493 -7.369629
H: -0.174121 -0.361213 -7.453589
C: 3.388029 -3.688673 1.593401
C: 4.605999 -2.832213 1.512891
C: 5.623649 -3.163603 2.668201
O: 6.655369 -2.170423 2.749261
C: 7.712839 -2.427343 3.698661
N: 5.212129 -2.971243 0.215641
H: 2.889729 -3.698203 2.562781
H: 3.650409 -4.735443 1.440011
H: 2.635119 -3.443853 0.844211
H: 4.316249 -1.791523 1.658151
H: 6.001889 -4.179603 2.555141
H: 5.149229 -3.121053 3.648611
H: 8.454409 -3.011483 3.153731
H: 7.283209 -2.987263 4.529331
H: 8.091479 -1.446313 3.985581
H: 4.528149 -2.497683 -0.357089
H: 5.986709 -2.324543 0.259201
C: 1.195909 4.010987 -0.428939
C: 0.299589 5.229597 -0.767179
C: -0.526441 4.916657 -2.055819
O: -1.522401 5.841217 -2.500659
C: -0.965821 6.959897 -3.048199
N: -0.492691 5.449447 0.407221
H: 1.480229 3.625437 -1.408029
H: 0.632459 3.226267 0.075871
H: 2.097189 4.247567 0.136601
H: 0.985339 6.054857 -0.958979
H: -1.096101 4.028327 -1.782969
H: 0.045119 4.562307 -2.913639
H: -0.428371 6.651997 -3.945109
H: -0.286881 7.514447 -2.400429
H: -1.830101 7.593577 -3.247099
H: -1.146921 6.167327 0.130201
H: -0.977621 4.578727 0.570881
C: 2.815929 -0.725523 4.392331
C: 2.401739 0.662357 4.835751
C: 2.529749 1.687117 3.721991
O: 2.168089 2.977927 4.323351
C: 1.918999 4.029027 3.377851
N: 1.054529 0.644857 5.406351
H: 3.881189 -0.829533 4.186141
H: 2.227019 -1.077783 3.545451
H: 2.599149 -1.379323 5.237101
H: 3.243599 0.919227 5.478701
H: 1.816019 1.472097 2.926731
H: 3.555859 1.761587 3.361921
H: 0.994529 4.019467 2.800471
H: 2.775269 4.130787 2.711121
H: 1.852759 4.940057 3.972621
H: 0.361009 0.344087 4.736531
H: 0.736329 1.600697 5.478641
C: 6.464079 -0.006813 -6.149929
C: 7.094819 1.027147 -5.288099
C: 6.397299 1.088997 -3.923779
O: 5.007149 1.428077 -4.081599
C: 4.278829 1.386247 -2.905999
N: 8.475659 0.666867 -5.131349
H: 6.333289 -0.923223 -5.574449
H: 6.958419 -0.193033 -7.103369
H: 5.464089 0.388327 -6.328739
H: 7.099729 1.992177 -5.794849
H: 6.899059 1.848677 -3.324429
H: 6.514239 0.137787 -3.404519
H: 4.373559 0.463047 -2.334309
H: 3.197639 1.453897 -3.026639
H: 4.483019 2.223717 -2.238889
H: 8.844519 1.259987 -4.401799
H: 8.446659 -0.258043 -4.726619
O: 4.768549 1.081847 0.835381
H: 4.991549 1.157767 1.763141
H: 4.100939 0.396597 0.804321
O: -0.682731 -4.578333 -3.361699
H: -1.611381 -4.695863 -3.161619
H: -0.405791 -3.854863 -2.799439
C: -3.959411 1.990877 -1.538829
O: -4.864771 1.770617 -2.537079
H: -2.927521 1.808487 -1.838859
H: -3.880751 3.008637 -1.156609
H: -4.169321 1.370197 -0.667739
H: -5.507771 2.482707 -2.504079

Atoms 1-2, force components in eV/Å:
O 2.0110 -0.2960 -0.4612
C -3.6099 -2.8783 -1.0814

# 3
Density functional theory data (the ωB97M-V functional and the def2-TZVPD basis) for a molecular structure, C23H9Br4Cl3N2O6STc.

Output
LUMO energy (alpha / beta) in eV: -0.56 / -2.08
Gap between HOMO and LUMO (alpha / beta) in hartree: 0.2839 / 0.2330
<S²>: 3.77
Total charge: 0
Multiplicity: 4
DFT total energy in hartree: -13598.5428
Highest occupied orbital energy (alpha / beta) in eV: -8.289 / -8.426

Atoms and positions in Å:
Tc: -1.256957 0.955069 0.601438
Cl: -1.526412 -1.484248 1.015234
C: -2.762606 -1.416102 2.283052
C: -2.803292 -2.485308 3.152674
C: -3.782573 -2.481773 4.134587
C: -4.677096 -1.425963 4.208867
C: -4.594939 -0.373271 3.313438
Cl: -5.744391 0.913618 3.455534
C: -3.619398 -0.323576 2.311818
S: -3.527496 1.019598 1.181462
H: -2.087044 -3.288375 3.068389
H: -3.842576 -3.297425 4.840229
H: -5.444130 -1.405060 4.969109
O: -2.274288 4.884315 -3.521831
C: -2.555369 3.693643 -4.037981
O: -2.978195 3.551928 -5.152012
C: -2.255082 2.513159 -3.178397
C: -2.359945 1.177304 -3.553460
Cl: -2.770825 0.466616 -5.028269
N: -2.028339 0.404252 -2.494734
N: -1.677438 1.193815 -1.464366
C: -1.810202 2.447962 -1.855620
C: -1.455875 3.459011 -0.814750
O: -1.463496 4.644653 -1.068192
O: -1.126222 2.927571 0.331022
C: -1.787527 -1.006114 -2.402610
C: -2.843403 -1.891220 -2.511668
C: -2.587532 -3.245805 -2.359572
C: -1.297347 -3.685482 -2.096249
C: -0.252352 -2.777244 -1.987069
C: -0.490062 -1.420647 -2.145758
H: -1.943945 4.832450 -2.594761
H: -3.843515 -1.524335 -2.694829
H: -3.400083 -3.953449 -2.437256
H: -1.105634 -4.742512 -1.972457
H: 0.751178 -3.119823 -1.777872
H: 0.311368 -0.698739 -2.052024
Br: 3.489413 2.631816 5.271639
C: 2.645833 2.035111 3.700035
C: 3.395906 1.803051 2.536125
Br: 5.255075 2.079898 2.537620
C: 2.768586 1.373377 1.375401
Br: 3.671269 1.042624 -0.241237
C: 1.390527 1.174400 1.374370
O: 0.697020 0.778316 0.300598
C: 0.653126 1.385122 2.534437
O: -0.667053 1.139859 2.435746
C: 1.272075 1.829405 3.696427
Br: 0.170238 2.087894 5.194002

Atoms 1-2, force components in eV/Å:
Tc 0.4013 0.5123 0.4714
Cl -0.0584 -0.0816 0.0789